Record 1
{"formula": "C29H57ClO14", "method": "ωB97M-V/def2-TZVPD", "symbols": ["Cl", "O", "O", "O", "O", "O", "O", "O", "O", "O", "O", "O", "O", "O", "O", "C", "C", "C", "C", "C", "C", "C", "C", "C", "C", "C", "C", "C", "C", "C", "C", "C", "C", "C", "C", "C", "C", "C", "C", "C", "C", "C", "C", "C", "H", "H", "H", "H", "H", "H", "H", "H", "H", "H", "H", "H", "H", "H", "H", "H", "H", "H", "H", "H", "H", "H", "H", "H", "H", "H", "H", "H", "H", "H", "H", "H", "H", "H", "H", "H", "H", "H", "H", "H", "H", "H", "H", "H", "H", "H", "H", "H", "H", "H", "H", "H", "H", "H", "H", "H", "H"], "coordinates": [[0.820, -0.058, -0.092], [5.498, 5.220, 1.139], [6.886, -4.231, -2.055], [4.971, -1.169, 1.272], [-9.690, -0.143, 2.991], [-3.970, 2.581, -4.678], [-4.514, 3.883, -2.073], [-2.217, 1.624, 1.215], [3.900, -3.788, 2.151], [-4.855, 0.678, 2.176], [-8.163, -2.679, 2.869], [6.884, 3.973, -0.399], [2.250, 1.521, -2.605], [2.093, 4.787, 2.223], [7.430, -5.533, -4.661], [8.575, -6.142, -4.070], [-10.391, -0.670, 4.112], [-7.712, -1.428, 2.338], [-9.229, -3.235, 2.104], [6.248, -5.733, -3.879], [-5.152, 2.381, -3.897], [7.791, -3.199, -2.432], [3.589, -1.443, 1.525], [2.374, 2.142, -1.422], [-5.339, 0.814, 0.844], [-2.421, 0.829, 2.387], [6.095, 3.947, 0.706], [5.846, 2.474, 1.417], [4.346, 5.594, 0.255], [5.439, -1.808, 0.089], [2.318, 3.917, 1.228], [1.605, 1.634, -0.029], [3.347, 4.295, 0.002], [3.422, -2.518, 2.604], [3.358, 3.452, -1.248], [-8.271, -0.249, 3.141], [-2.825, 1.972, -4.088], [1.563, 2.459, 1.230], [5.901, -4.484, -3.063], [5.191, -4.094, 2.671], [-3.609, 4.915, -2.450], [-3.643, -0.082, 2.237], [-2.682, 2.961, 1.384], [-5.499, 3.630, -3.080], [-11.444, -0.781, 3.837], [-3.545, -0.731, 1.358], [5.592, -4.944, 2.112], [-6.620, -1.423, 2.421], [-10.005, -2.496, 1.887], [-1.530, 0.204, 2.507], [-2.744, 2.203, -3.022], [-7.839, 0.677, 2.749], [5.884, -3.254, 2.567], [8.163, -3.333, -3.452], [6.531, -1.762, 0.083], [6.656, 1.708, 1.038], [5.432, -5.930, -4.582], [9.465, -5.759, -4.577], [-3.685, 2.992, 1.819], [-6.446, 3.459, -2.563], [6.351, -6.612, -3.231], [-9.676, -4.048, 2.683], [-6.110, 1.590, 0.838], [-2.509, 1.462, 3.280], [4.155, 3.769, -2.077], [-2.757, 4.893, -1.765], [-5.625, 4.504, -3.731], [8.643, -3.222, -1.747], [4.798, 2.098, 1.014], [2.355, -2.637, 2.819], [1.050, 2.077, 2.210], [-10.007, -1.650, 4.412], [8.529, -7.225, -4.211], [3.921, -2.221, 3.536], [-5.968, 2.184, -4.600], [-3.713, -0.723, 3.120], [-1.935, 2.355, -4.594], [5.107, -4.375, 3.724], [-4.104, 5.888, -2.363], [-7.969, -1.339, 1.275], [-5.787, -0.129, 0.517], [5.136, -2.857, 0.042], [4.954, -4.656, -2.545], [-1.986, 3.515, 2.018], [-7.994, -0.326, 4.199], [3.141, -0.513, 1.886], [-3.237, 4.782, -3.470], [5.775, -3.610, -3.713], [-5.049, 1.502, -3.248], [5.790, 2.519, 2.591], [7.296, -2.226, -2.346], [5.061, -1.276, -0.790], [4.749, 5.996, -0.784], [-10.320, 0.027, 4.952], [3.760, 6.510, 0.746], [-4.548, 1.107, 0.148], [-2.716, 3.437, 0.399], [-8.836, -3.645, 1.170], [3.072, -1.728, 0.602], [-2.871, 0.889, -4.228], [8.656, -5.911, -3.004]], "lowdin_charge": [0.5879, -0.1065, -0.2064, -0.2054, -0.1945, -0.1956, -0.2083, -0.2193, -0.1930, -0.2070, -0.1930, -0.0360, -0.0272, -0.0192, -0.1962, -0.1105, -0.1129, -0.1967, -0.1108, -0.1934, -0.1937, -0.1128, -0.2181, -0.2143, -0.1090, -0.1971, -0.2782, -0.0043, -0.1065, -0.1084, -0.1928, -0.4226, -0.0701, -0.1889, 0.0755, -0.1843, -0.1064, 0.0174, -0.1925, -0.1070, -0.1095, -0.1891, -0.0948, -0.1918, 0.0888, 0.1282, 0.0909, 0.1110, 0.0834, 0.1120, 0.0804, 0.1151, 0.0832, 0.0854, 0.0875, 0.1067, 0.1226, 0.0898, 0.0880, 0.1208, 0.1254, 0.0893, 0.0936, 0.1271, 0.1509, 0.0808, 0.1255, 0.0922, 0.0786, 0.1223, 0.1339, 0.0831, 0.0860, 0.1257, 0.1226, 0.1232, 0.0910, 0.0857, 0.0882, 0.1232, 0.0770, 0.0844, 0.1215, 0.0854, 0.1288, 0.0999, 0.0857, 0.1271, 0.1219, 0.1037, 0.0784, 0.0899, 0.1440, 0.0864, 0.1554, 0.0837, 0.0782, 0.0854, 0.0953, 0.0870, 0.0825], "orbital_gap_ev": 6.615, "smiles": "CC(=O)OCC1=CC(=O)C(Cl)=CC1=O.COCCOC.COCCOC.COCCOC.COCCOC.COCCOC"}

=====

Record 2
{"formula": "C5H9NO", "method": "ωB97M-V/def2-TZVPD", "symbols": ["O", "N", "C", "C", "C", "C", "C", "H", "H", "H", "H", "H", "H", "H", "H", "H"], "coordinates": [[1.773, -1.020, 0.297], [-1.234, 2.243, 1.470], [-0.375, 0.174, -1.524], [-1.037, -0.795, 0.531], [1.296, 0.307, 0.335], [-0.863, 1.413, 0.755], [-0.211, 0.341, -0.032], [-1.397, 0.308, -1.891], [1.419, 0.754, 1.327], [2.452, -1.114, 0.974], [-2.100, -0.610, 0.312], [-0.875, -0.936, 1.611], [-0.719, -1.705, -0.242], [0.305, 0.835, -2.113], [-0.284, -1.130, -1.425], [1.848, 0.935, -0.386]], "lowdin_charge": [-0.0498, 0.1618, -0.0395, -0.0796, -0.2072, -0.2056, -0.5713, 0.0797, 0.1262, 0.0976, 0.0980, 0.1037, 0.1191, 0.0943, 0.1460, 0.1266], "relative_energy_kcal_mol": 72.3, "orbital_gap_ev": 11.387, "smiles": "CC(C)(C#N)CO"}

=====

Record 3
{"formula": "CH3IN2O3S", "method": "ωB97M-V/def2-TZVPD", "symbols": ["I", "S", "O", "O", "O", "N", "N", "C", "H", "H", "H"], "coordinates": [[3.020, -0.459, -1.599], [1.771, 0.178, 0.391], [1.868, 1.604, 0.402], [2.282, -0.707, 1.409], [3.225, -3.230, 0.661], [2.894, -3.371, 1.734], [2.649, -3.410, 2.832], [0.122, -0.356, 0.002], [-0.010, -1.289, -0.622], [-0.504, 0.490, -0.455], [-0.384, -0.620, 0.980]], "lowdin_charge": [0.6061, 0.2210, -0.3808, -0.4127, 0.0731, -0.3525, 0.2299, -0.2391, 0.0775, 0.0945, 0.0829], "relative_energy_kcal_mol": 0.0, "orbital_gap_ev": 9.358, "smiles": "CS(=O)(=O)I.N#[N+][O-]"}